# C14H42IO10P

A 7-piece molecular cluster, C14H42IO10P overall at a distorted geometry (wB97M-V/def2-TZVPD, OMol25).

Each line ends with the Löwdin charge.
Cartesian coordinates (Å):
C  3.281  -2.062  2.948  -0.085
C  3.321  -0.720  2.191  -0.418
C  4.484  0.122  2.745  -0.073
C  2.009  0.019  2.468  -0.174
C  1.806  1.287  1.638  -0.193
O  0.455  1.736  1.627  -0.077
C  0.016  2.310  2.839  -0.406
O  -0.519  3.576  2.595  0.029
C  -1.003  1.424  3.545  -0.144
O  -2.064  1.106  2.677  -0.286
C  -2.343  -0.255  2.459  -0.441
P  -4.205  -0.423  2.337  0.484
O  -4.307  -1.616  1.191  -0.427
I  -4.793  1.608  1.140  0.448
H  3.319  -1.825  4.011  0.079
H  4.084  -2.729  2.663  0.065
H  2.307  -2.518  2.766  0.075
H  3.458  -0.890  1.123  0.132
H  4.423  1.163  2.439  0.067
H  5.435  -0.318  2.454  0.079
H  4.436  0.101  3.834  0.078
H  2.028  0.313  3.522  0.119
H  1.130  -0.614  2.324  0.116
H  2.109  1.142  0.602  0.130
H  2.442  2.084  2.036  0.119
H  0.855  2.457  3.527  0.156
H  -1.179  3.500  1.892  0.083
H  -0.510  0.547  3.973  0.120
H  -1.387  2.005  4.386  0.136
H  -2.068  -0.878  3.311  0.083
H  -1.861  -0.601  1.541  0.095
H  -4.464  -2.436  1.674  0.034
C  -0.469  5.157  -1.335  -0.142
O  -0.992  4.409  -0.241  -0.129
H  -1.050  6.072  -1.416  0.081
H  0.579  5.414  -1.167  0.080
H  -0.553  4.598  -2.268  0.057
H  -0.474  3.600  -0.171  0.062
C  4.599  -6.264  3.884  -0.153
O  4.138  -4.916  3.879  -0.136
H  5.253  -6.387  3.025  0.077
H  5.165  -6.487  4.792  0.075
H  3.767  -6.968  3.797  0.076
H  3.558  -4.800  4.635  0.075
C  -2.038  -3.563  -1.038  -0.168
O  -1.080  -3.804  -0.010  -0.130
H  -2.988  -3.980  -0.712  0.076
H  -2.163  -2.493  -1.221  0.067
H  -1.736  -4.054  -1.968  0.077
H  -0.242  -3.437  -0.300  0.069
C  -4.097  -1.577  -3.598  -0.149
O  -3.996  -0.768  -2.428  -0.142
H  -3.474  -1.133  -4.369  0.064
H  -3.748  -2.595  -3.398  0.068
H  -5.131  -1.611  -3.953  0.078
H  -4.538  -1.167  -1.741  0.057
C  -1.750  -0.171  -7.109  -0.162
O  -2.850  -1.076  -7.109  -0.131
H  -0.986  -0.589  -6.459  0.077
H  -1.333  -0.055  -8.113  0.074
H  -2.042  0.809  -6.725  0.075
H  -3.530  -0.711  -7.681  0.073
C  0.279  4.832  -5.122  -0.160
O  1.290  5.146  -4.168  -0.130
H  -0.430  4.165  -4.639  0.068
H  -0.250  5.730  -5.449  0.078
H  0.701  4.324  -5.994  0.074
H  1.918  5.736  -4.593  0.073

The calculation puts the energy relative to the best compared isomer or geometry (same formula, charge and spin) at 0.00 kJ/mol. As for the structure (SMILES): CC(C)CCO[C@@H](O)COCP(O)I.CO.CO.CO.CO.CO.CO. The total charge is 0. The total energy is -1949.937658 Ha. The HOMO energy comes out at -8.385 eV. As for the orbital gap: 8.886 eV.


# C14H42K4O15P2

C14H42K4O15P2 as an isolated structure at a distorted geometry (wB97M-V/def2-TZVPD, OMol25).

Each line ends with the Löwdin charge.
Cartesian coordinates (Å):
K  -1.876  17.698  8.966  0.728
K  0.357  19.499  12.190  0.831
K  -4.927  18.704  11.050  0.823
K  -3.658  15.041  10.253  0.858
P  -5.100  17.131  8.024  -0.119
O  -4.495  18.513  8.325  -0.515
O  -3.908  16.158  7.728  -0.498
O  -6.119  17.256  6.888  -0.438
O  -5.844  16.589  9.273  -0.522
P  -2.168  17.325  12.176  -0.044
O  -1.441  16.328  11.195  -0.546
O  -3.593  16.748  12.493  -0.523
O  -2.208  18.730  11.476  -0.615
O  -1.209  17.399  13.458  -0.539
C  1.569  19.756  6.501  -0.073
C  0.781  20.241  7.673  -0.303
O  0.453  19.125  8.471  -0.141
H  2.515  19.284  6.767  0.078
H  1.911  20.585  5.880  0.077
H  0.983  19.045  5.919  0.061
H  -0.134  20.780  7.429  0.101
H  1.336  20.909  8.333  0.112
H  1.267  19.033  8.972  0.069
C  2.328  14.682  8.981  -0.087
C  1.182  15.637  9.320  -0.330
O  0.691  15.186  10.567  -0.086
H  2.882  14.989  8.094  0.053
H  1.954  13.683  8.755  0.060
H  2.978  14.583  9.851  0.067
H  0.423  15.647  8.538  0.095
H  1.538  16.666  9.380  0.086
H  -0.141  15.647  10.704  -0.036
C  -0.860  12.546  7.208  -0.094
C  -1.688  13.741  6.873  -0.320
O  -2.435  14.156  8.009  -0.159
H  -1.498  11.715  7.509  0.067
H  -0.289  12.609  8.134  0.063
H  -0.282  12.350  6.304  0.074
H  -2.293  13.465  6.009  0.119
H  -1.084  14.576  6.518  0.086
H  -2.914  14.966  7.822  -0.052
C  1.185  16.359  5.562  -0.099
C  0.520  16.401  4.201  -0.319
O  -0.622  15.576  4.270  -0.083
H  1.402  15.358  5.934  0.075
H  0.598  16.896  6.307  0.059
H  2.099  16.951  5.529  0.061
H  1.196  15.922  3.494  0.101
H  0.381  17.426  3.858  0.094
H  -1.339  16.014  4.734  0.033
C  -2.408  22.692  7.759  -0.091
C  -3.430  21.721  8.383  -0.321
O  -4.054  20.993  7.347  -0.083
H  -3.004  23.405  7.189  0.063
H  -1.721  22.163  7.099  0.048
H  -1.874  23.269  8.514  0.055
H  -4.174  22.264  8.967  0.102
H  -2.846  21.057  9.021  0.104
H  -4.152  20.094  7.672  -0.003
C  -2.640  18.745  4.053  -0.082
C  -2.724  18.304  5.473  -0.345
O  -2.795  16.929  5.537  -0.084
H  -3.492  18.430  3.450  0.081
H  -1.735  18.401  3.550  0.050
H  -2.622  19.832  3.979  0.068
H  -3.662  18.631  5.922  0.106
H  -1.880  18.757  5.993  0.098
H  -3.270  16.641  6.320  -0.001
C  -3.240  23.278  12.314  -0.079
C  -2.490  21.980  12.651  -0.310
O  -3.370  20.998  12.151  -0.133
H  -3.540  23.334  11.268  0.059
H  -2.596  24.141  12.486  0.058
H  -4.187  23.396  12.841  0.073
H  -2.351  21.899  13.730  0.106
H  -1.506  21.811  12.216  0.083
H  -2.812  20.223  12.050  -0.020

The total charge is -2. The total energy is -4770.115751 Ha. The HOMO energy comes out at -0.539 eV. As for the orbital gap: 2.847 eV.


# C14H42N14O28

A 14-piece molecular cluster, C14H42N14O28 overall at a distorted geometry (wB97M-V/def2-TZVPD, OMol25).

Each line ends with the Löwdin charge.
Cartesian coordinates (Å):
C  3.433  -1.452  2.664  0.046
N  4.130  -1.107  3.969  -0.419
O  3.753  -1.578  5.026  0.056
O  5.082  -0.334  3.946  0.029
H  4.172  -1.798  1.942  0.082
H  2.975  -0.502  2.387  0.070
H  2.677  -2.189  2.933  0.067
C  -0.727  4.206  3.614  0.061
N  -0.308  3.632  2.262  -0.375
O  -0.921  2.670  1.798  0.035
O  0.762  3.979  1.756  0.040
H  -0.817  5.293  3.596  0.096
H  -0.002  3.805  4.322  0.100
H  -1.660  3.781  3.984  0.088
C  4.430  -0.834  -3.376  0.056
N  3.488  -0.434  -2.273  -0.434
O  4.006  -0.307  -1.198  0.056
O  2.299  -0.239  -2.523  0.061
H  4.615  -1.868  -3.087  0.100
H  5.296  -0.177  -3.292  0.099
H  3.902  -0.728  -4.324  0.095
C  3.411  2.159  0.493  0.033
N  3.733  3.007  1.693  -0.411
O  3.456  2.670  2.839  0.052
O  4.317  4.051  1.366  0.031
H  3.842  2.519  -0.441  0.071
H  2.327  2.057  0.514  0.080
H  3.807  1.158  0.663  0.071
C  3.074  3.138  -4.840  0.059
N  2.887  2.754  -3.409  -0.421
O  3.925  2.523  -2.830  0.043
O  1.769  2.767  -2.907  0.074
H  3.450  4.159  -4.778  0.107
H  2.100  3.059  -5.322  0.103
H  3.758  2.411  -5.279  0.095
C  -4.464  1.933  -3.267  -0.014
N  -3.456  1.272  -2.401  -0.546
O  -2.388  1.826  -2.209  -0.109
O  -3.823  0.184  -1.904  -0.137
H  -4.918  2.764  -2.728  0.054
H  -5.307  1.289  -3.519  0.077
H  -4.037  2.329  -4.189  0.075
C  3.771  -4.283  0.682  0.025
N  3.934  -5.002  1.958  -0.444
O  3.573  -4.476  2.947  0.092
O  4.426  -6.141  1.889  0.040
H  2.758  -3.880  0.715  0.086
H  3.777  -5.074  -0.068  0.091
H  4.536  -3.519  0.546  0.095
C  -2.493  -2.675  -2.908  0.022
N  -3.030  -1.832  -3.996  -0.433
O  -4.144  -2.067  -4.475  0.037
O  -2.348  -0.846  -4.214  0.053
H  -3.121  -2.456  -2.045  0.079
H  -1.440  -2.476  -2.706  0.090
H  -2.550  -3.717  -3.222  0.089
C  -0.929  -5.212  0.562  0.043
N  0.378  -5.969  0.767  -0.406
O  1.148  -5.894  -0.189  0.030
O  0.523  -6.544  1.835  0.082
H  -1.625  -5.231  1.401  0.085
H  -1.524  -5.631  -0.250  0.091
H  -0.730  -4.194  0.227  0.079
C  -0.948  -1.954  4.567  0.056
N  -0.316  -3.309  4.632  -0.432
O  0.885  -3.455  4.513  0.067
O  -1.071  -4.229  4.930  0.041
H  -1.020  -1.675  5.618  0.101
H  -1.948  -1.995  4.136  0.089
H  -0.284  -1.296  4.006  0.087
C  -4.956  -1.279  1.172  0.048
N  -3.736  -2.104  1.127  -0.413
O  -2.837  -1.739  0.368  0.036
O  -3.675  -3.172  1.771  0.016
H  -4.661  -0.426  1.784  0.096
H  -5.722  -1.900  1.637  0.098
H  -5.148  -1.021  0.131  0.095
C  -0.646  4.490  -1.876  0.046
N  -1.854  5.080  -2.636  -0.446
O  -1.618  5.477  -3.717  0.069
O  -2.876  5.152  -1.960  0.045
H  -0.393  3.484  -2.210  0.063
H  -0.726  4.796  -0.833  0.084
H  0.115  5.130  -2.322  0.075
C  -3.719  2.884  0.907  0.002
N  -5.084  2.751  0.357  -0.430
O  -5.377  3.634  -0.474  -0.005
O  -5.795  1.780  0.655  -0.003
H  -3.445  2.267  1.763  0.076
H  -3.654  3.942  1.162  0.093
H  -3.104  2.628  0.045  0.073
C  -0.218  0.232  -0.527  0.040
N  0.479  -0.538  0.551  -0.403
O  0.782  0.079  1.581  0.010
O  0.756  -1.692  0.374  0.054
H  -1.141  0.636  -0.114  0.081
H  -0.477  -0.380  -1.391  0.089
H  0.493  0.990  -0.854  0.082

The expectation value of S² is 0.75. Its spin multiplicity is 2. The total charge is -1. The total energy is -3430.591419 Ha. The HOMO energy (alpha / beta) comes out at -1.555 / -5.891 eV. As for the orbital gap (alpha / beta): 2.856 / 7.195 eV.